Record 1
{"formula": "C4H10NO2S", "method": "ωB97M-V/def2-TZVPD", "max_force_ha_per_bohr": 0.05163, "charge": -1, "multiplicity": 1, "relative_energy_ev": 7.9775, "homo_energy_ev": -3.2539, "gap_ev": 3.2245, "species": ["C", "N", "C", "O", "C", "C", "S", "H", "H", "H", "H", "H", "H", "H", "H", "H", "H", "O"], "coordinates": [[0.658, 0.183, 0.128], [0.510, 1.531, 0.442], [1.017, 2.529, -0.635], [2.228, 2.418, -1.006], [-0.659, -0.538, -0.014], [-0.389, -1.891, -0.610], [0.803, -1.451, -1.855], [1.245, 0.114, -0.848], [1.305, -0.351, 0.854], [0.281, 2.193, -1.426], [0.649, 3.538, -0.287], [-1.158, -0.627, 0.941], [-1.333, 0.034, -0.653], [-0.019, -2.562, 0.158], [-1.317, -2.314, -1.008], [-0.486, 1.747, 0.576], [-1.757, -2.713, 2.809], [-1.578, -1.839, 2.435]]}

Record 2
{"formula": "C4H10NO2S", "method": "ωB97M-V/def2-TZVPD", "max_force_ha_per_bohr": 0.09520, "charge": 1, "multiplicity": 1, "smiles": "O[C@@H]1C[NH2+]C[C@]1(O)S", "relative_energy_ev": 1.5240, "homo_energy_ev": -13.5728, "gap_ev": 9.9431, "species": ["O", "C", "C", "N", "C", "C", "O", "S", "H", "H", "H", "H", "H", "H", "H", "H", "H", "H"], "coordinates": [[0.445, -0.647, -1.861], [-0.582, -0.368, -0.863], [-0.827, 1.103, -0.825], [0.364, 1.544, 0.140], [0.297, 0.600, 1.185], [-0.078, -0.774, 0.580], [-1.041, -1.333, 1.440], [1.237, -2.053, 0.505], [0.555, -1.660, -1.823], [-1.405, -1.008, -1.002], [-0.693, 1.495, -1.818], [-1.768, 1.472, -0.346], [1.356, 1.385, -0.353], [0.427, 2.479, 0.526], [-0.383, 0.718, 1.982], [1.300, 0.744, 1.735], [-1.246, -2.226, 1.150], [2.041, -1.470, -0.352]]}